[1]
Here is 2 unconnected molecules or ions with the total composition C5H13NO2 from OMol25. Energies are from wB97M-V/def2-TZVPD.

The calculation puts the HOMO-LUMO gap at 10.3395 eV. As for the SMILES: CCCNC(C)=O.O. The LUMO energy is 0.74 eV. The energy relative to the best compared isomer or geometry (same formula, charge and spin) comes out at 190.4 kJ/mol.

Cartesian coordinates (Å):
C  0.379337  -1.938151  -1.525591
C  -0.404151  -1.100759  -0.646764
N  0.087233  0.236657  -0.540795
C  1.461717  0.800970  -0.385557
C  2.009758  0.642927  1.079139
C  0.930504  0.988872  2.139045
O  -1.613158  -1.169569  -0.378748
H  -0.294999  -2.536819  -2.089679
H  0.937828  -2.564645  -0.890402
H  1.057713  -1.319271  -2.228730
H  -0.666429  0.841866  -0.143393
H  1.437582  1.780708  -0.706297
H  2.022876  0.308940  -1.234045
H  2.982225  1.090476  1.402928
H  2.244468  -0.469332  1.162508
H  0.826577  0.249045  2.907653
H  1.129203  1.959651  2.499809
H  -0.146428  1.115974  1.825850
H  -2.432253  0.220839  -0.026049
H  -2.681921  1.297284  -0.755630
O  -2.548100  1.170261  0.141175

Atoms 1-3, force components in eV/Å:
C 1.4 0.2 -1.3
C -1.6 6.0 -0.7
N -0.2 0.0 1.3

***

[2]
Here is 2 unconnected molecules or ions with the total composition C5H13NO2 from OMol25. Energies are from wB97M-V/def2-TZVPD.

The calculation puts the HOMO-LUMO gap at 10.2680 eV. As for the SMILES: CCCC(=O)NC.O. The LUMO energy is 0.75 eV. The energy relative to the best compared isomer or geometry (same formula, charge and spin) comes out at 108.6 kJ/mol.

Cartesian coordinates (Å):
C  -2.091694  -1.577369  0.337148
C  -1.779887  -0.416349  -0.650047
C  -0.278973  -0.493873  -1.027936
C  0.654340  -0.559387  0.199159
N  0.994281  0.623839  0.858771
C  0.367639  1.911831  0.717481
O  1.281747  -1.545554  0.499533
H  -3.060786  -1.363506  0.836308
H  -1.304404  -1.677396  1.075171
H  -2.323115  -2.526919  -0.139478
H  -2.488266  -0.395079  -1.492022
H  -1.952675  0.529588  -0.145442
H  0.017471  0.380677  -1.639956
H  -0.141776  -1.410103  -1.586081
H  1.572379  0.463751  1.666383
H  0.774865  2.513115  -0.100246
H  0.336587  2.407998  1.708139
H  -0.722935  1.758787  0.532883
H  2.671743  0.775008  -0.560335
H  4.011605  0.187770  -0.923156
O  3.461859  0.413172  -0.166282

Atoms 1-3, force components in eV/Å:
C -1.7 0.9 -0.2
C 0.3 -0.5 0.8
C -0.5 0.7 0.2

***

[3]
Here is C5H13NO2 in the gas phase from OMol25. Energies are from wB97M-V/def2-TZVPD.

The calculation puts the HOMO-LUMO gap at 10.0938 eV. As for the SMILES: CON(O)C(C)(C)C. The LUMO energy is 0.85 eV. The energy relative to the best compared isomer or geometry (same formula, charge and spin) comes out at 532.1 kJ/mol.

Cartesian coordinates (Å):
C  -1.376465  -0.423648  -0.751741
C  -1.222872  1.017877  2.409752
O  -0.631595  0.076133  1.550534
H  -2.236882  0.664951  2.646409
H  -1.431933  -0.789648  -1.778664
H  -1.682355  -1.260268  -0.125774
H  -1.995414  0.459873  -0.607520
H  -0.676857  1.065074  3.361024
H  -1.300737  2.015572  1.957770
C  0.920540  -1.598667  -0.840133
C  0.752621  0.761014  -1.756693
C  0.369161  -0.187942  -0.618535
O  1.855565  -0.080694  1.187650
N  0.688229  0.466727  0.603139
H  2.217729  0.686099  1.656010
H  0.586049  -2.280948  -0.055790
H  0.614165  -1.982081  -1.817696
H  0.350116  0.411002  -2.712083
H  2.014506  -1.612820  -0.869146
H  1.840257  0.833357  -1.863513
H  0.346173  1.759040  -1.574999

Atoms 1-3, force components in eV/Å:
C 3.0 -0.3 -0.6
C 0.9 0.5 0.0
O 1.9 -0.8 -1.0

***

[4]
Here is 3 unconnected molecules or ions with the total composition C5H13NO2 from OMol25. Energies are from wB97M-V/def2-TZVPD.

The calculation puts the HOMO-LUMO gap at 4.8208 eV. The LUMO energy is -2.85 eV. The energy relative to the best compared isomer or geometry (same formula, charge and spin) comes out at 581.1 kJ/mol.

Cartesian coordinates (Å):
N  2.208518  1.424523  -0.852145
C  1.222683  0.378917  -1.172086
C  -0.176895  0.753444  -0.929848
C  -1.172239  -0.182365  -0.605798
C  -2.506692  0.008441  -0.481980
C  -3.393039  -0.895386  0.274193
H  1.671458  2.180745  -0.416467
H  1.337588  -0.526502  -0.568043
H  1.335450  0.088134  -2.222244
H  -0.549125  1.747791  -1.195522
H  -0.762982  -1.124114  -0.213264
H  -3.057059  0.821539  -0.956958
H  -3.761314  -0.232634  1.078337
H  -4.258392  -1.177334  -0.331832
H  -2.977306  -1.759387  0.799675
H  3.818218  0.507075  2.230749
H  2.555491  1.073547  0.058990
O  3.126606  0.541310  1.571883
H  2.342898  -0.547218  1.406862
H  1.423964  -1.881662  1.584703
O  1.572173  -1.198863  0.940785

Atoms 1-3, force components in eV/Å:
N -1.1 -0.1 0.8
C -0.8 1.1 0.6
C -0.5 -0.3 -2.4